# 1
Entry from OMol25: a cluster of 3 separate species, C3H14NO2S2 in total (ωB97M-V with the def2-TZVPD basis set).

Last column: natural (NBO) charge in e.
Element x y z (Å)
N: 2.0388 -0.3787 1.2387  -0.70
C: 0.5765 -0.7597 1.1201  -0.25
C: -0.2386 0.4968 0.7985  -0.56
S: 0.2372 1.2528 -0.8241  0.19
S: -0.5883 -0.2506 -1.9419  0.67
C: -2.1978 0.1504 -2.5707  -0.84
H: 2.4184 0.0191 0.3500  0.48
H: 2.6735 -1.1753 1.4478  0.46
H: 2.1204 0.2457 2.0499  0.45
H: 0.1959 -1.1024 2.1112  0.27
H: 0.4396 -1.5168 0.3424  0.24
H: -1.2927 0.1148 0.8199  0.32
H: -0.2390 1.3103 1.5035  0.29
H: -2.1761 0.3079 -3.6736  0.33
H: -2.5822 1.0746 -2.1736  0.29
H: -2.7776 -0.7884 -2.4246  0.31
H: 3.2355 -1.0580 -2.1721  0.52
H: 2.7280 0.4133 -1.8913  0.49
O: 3.1159 -0.3758 -1.5035  -0.98
H: -2.5403 0.1333 3.1022  0.52
H: -2.8894 1.2682 1.9710  0.51
O: -2.2575 0.6183 2.3204  -1.00

Output
Calculated total energy ... -30575.175 eV
Net charge ... +2
Energy relative to the best compared isomer or geometry (same formula, charge and spin) ... 12.4 kcal/mol
Spin multiplicity ... 2
Gap between HOMO and LUMO (alpha / beta) ... 10.220 / 6.279 eV
HOMO level (alpha / beta) ... -18.13 / -18.04 eV

# 2
Entry from OMol25: a cluster of 4 separate species, C3H14O3 in total (ωB97M-V with the def2-TZVPD basis set).

Last column: natural (NBO) charge in e.
Element x y z (Å)
C: -0.3323 -2.1761 -1.2592  -0.61
C: 0.7459 -1.0898 -1.1038  -0.44
C: 1.9038 -1.5356 -0.3049  -0.63
H: -1.3474 -1.9018 -0.9116  0.21
H: -0.1691 -3.0998 -0.7153  0.20
H: -0.5050 -2.4978 -2.2511  0.21
H: 0.3609 -0.1926 -0.6227  0.21
H: 1.0753 -0.9988 -2.1220  0.21
H: 1.7370 -2.6283 -0.2706  0.21
H: 2.8466 -1.5508 -0.8381  0.21
H: 2.1222 -1.3213 0.7957  0.22
H: 1.0899 2.0947 -0.0413  0.47
H: 1.1182 1.7291 1.4195  0.48
O: 0.5670 1.9876 0.7520  -0.95
H: -1.6084 2.0006 -1.5020  0.46
H: -1.8828 1.8424 -0.0647  0.47
O: -2.3033 1.6947 -0.8987  -0.93
H: -1.2121 1.1170 2.4895  0.47
H: -0.5880 0.0128 1.6901  0.47
O: -0.3815 0.5932 2.5156  -0.94

Output
Calculated total energy ... -9479.262 eV
Energy relative to the best compared isomer or geometry (same formula, charge and spin) ... 38.3 kcal/mol
Gap between HOMO and LUMO ... 11.634 eV
HOMO level ... -11.12 eV
SMILES ... CCC.O.O.O

# 3
Entry from OMol25: a cluster of 5 separate species, C3H14O3S in total (ωB97M-V with the def2-TZVPD basis set).

Last column: natural (NBO) charge in e.
Element x y z (Å)
C: -0.8290 1.3067 -1.1227  -0.60
C: -1.1228 0.4907 0.1990  -0.45
C: -0.3080 0.8249 1.3961  -0.63
S: -1.0842 0.3789 2.9882  0.48
H: -1.6638 1.3678 -1.7285  0.22
H: 0.0827 0.8453 -1.5445  0.24
H: -0.8837 2.3772 -0.9224  0.20
H: -2.1940 0.7521 0.3864  0.20
H: -1.0852 -0.5859 -0.0645  0.26
H: -0.0217 1.8902 1.3345  0.33
H: 0.7059 0.3884 1.3452  0.37
H: 0.2909 -1.8183 3.0479  -0.03
H: -0.1020 -1.6763 -1.4011  0.51
H: -0.9647 -2.9172 -2.0472  0.46
O: -0.8452 -1.8673 -2.0579  -0.99
H: 0.7729 -1.9246 2.5006  0.05
H: 1.7121 -1.9049 0.0917  0.45
O: 1.2966 -1.1490 -0.3435  -1.00
H: 2.2200 1.6297 -1.3489  0.47
H: 1.9193 0.2803 -0.3198  0.51
O: 2.1040 1.3114 -0.3883  -1.05

Output
Calculated total energy ... -20308.363 eV
Energy relative to the best compared isomer or geometry (same formula, charge and spin) ... 181.5 kcal/mol
Gap between HOMO and LUMO ... 4.307 eV
HOMO level ... -9.62 eV